16
Properties=species:S:1:pos:R:3:lowdin_charge:R:1 method="wB97M-V/def2-TZVPD" gap_ha=0.2532 homo_energy_ev=-2.405 total_charge=-1
C 1.674 -0.105 1.286 -0.095
C 0.342 0.156 1.333 -0.374
N -0.633 -0.397 0.568 -0.186
C -1.974 -0.129 1.023 -0.224
H 2.079 -0.715 0.491 0.008
H 2.287 0.351 2.051 -0.009
H 0.002 0.947 2.023 0.084
H -0.449 0.203 -0.693 0.025
H -2.666 -0.718 0.418 0.054
H -2.142 -0.446 2.067 0.050
H -2.246 0.942 0.974 0.058
C 0.775 -0.026 -2.319 -0.287
O -0.419 0.453 -1.794 -0.260
H 0.816 -1.132 -2.360 0.058
H 0.902 0.348 -3.345 0.049
H 1.652 0.268 -1.722 0.048

48
Properties=species:S:1:pos:R:3:lowdin_charge:R:1 method="wB97M-V/def2-TZVPD" gap_ha=0.3262 homo_energy_ev=-8.645 total_charge=0
C -0.989 1.074 0.255 -0.141
N -0.363 2.231 -0.453 -0.273
C -1.038 2.285 -1.772 -0.079
C -0.312 3.440 0.311 -0.105
C -0.013 0.627 1.400 -0.412
C -0.317 1.159 2.823 -0.047
N 0.131 -0.819 1.333 0.050
H -1.149 0.220 -0.388 0.083
H -1.960 1.348 0.707 0.131
H -0.478 2.927 -2.458 0.081
H -1.248 1.274 -2.115 0.073
H -2.031 2.756 -1.685 0.087
H 0.311 3.260 1.183 0.076
H -1.257 3.784 0.768 0.089
H -0.005 4.288 -0.312 0.093
H 0.929 1.035 1.053 0.081
H -0.278 0.285 3.468 0.065
H 0.557 1.703 3.226 0.072
H -1.171 1.831 2.800 0.070
H -0.715 -1.353 1.451 0.034
H 0.742 -1.227 2.028 0.074
H 3.056 -0.114 1.079 0.011
H 1.988 0.314 0.162 -0.017
O 2.948 0.324 0.210 -0.070
H -2.200 -2.140 2.102 -0.188
H -3.238 -1.648 2.983 0.038
O -2.273 -1.580 2.888 -0.102
H 3.424 -2.287 2.621 0.061
H 4.441 -1.111 2.832 0.070
O 3.702 -1.425 2.279 -0.053
H -2.261 -2.749 0.177 0.050
H -3.471 -2.421 1.049 0.104
O -2.561 -2.724 1.103 0.028
H 1.357 -1.467 -2.748 0.040
H 1.616 -2.171 -1.455 0.049
O 1.186 -2.328 -2.290 -0.043
H -2.873 -0.619 -1.161 -0.023
H -3.631 -1.105 -2.348 0.048
O -3.669 -0.421 -1.656 -0.061
H 1.671 2.327 -1.467 -0.005
H 2.843 3.369 -1.514 0.056
O 2.312 2.758 -2.043 -0.062
H -0.228 -2.404 -1.685 0.004
H -1.161 -3.582 -1.617 0.056
O -1.177 -2.642 -1.366 -0.119
H 2.584 0.722 -3.132 0.078
H 2.382 0.415 -1.776 0.018
O 2.013 0.102 -2.628 -0.070

36
Properties=species:S:1:pos:R:3:lowdin_charge:R:1 method="wB97M-V/def2-TZVPD" gap_ha="0.1541 / 0.1540" homo_energy_ev="-17.145 / -17.145" total_charge=+3
Ru -0.496 -1.443 -0.054 1.224
Br 6.177 -1.857 -1.847 0.943
C 4.480 -1.233 -1.434 -0.658
C 4.335 -0.103 -0.619 -0.061
C 3.077 0.364 -0.301 0.008
C 1.966 -0.297 -0.825 -0.295
C 2.099 -1.430 -1.635 -0.047
C 3.359 -1.899 -1.940 -0.074
N 0.639 0.126 -0.525 -0.108
C 0.309 1.357 -0.564 -0.406
C -1.524 3.155 -1.950 0.070
C -2.683 2.802 -2.454 -0.223
C -3.741 1.824 -2.326 -0.029
C -3.865 0.525 -1.962 -0.042
C -2.987 -0.545 -1.534 -0.112
N -1.964 -0.776 -0.847 -0.022
H 5.214 0.394 -0.232 0.129
H 2.961 1.215 0.360 0.134
H 1.225 -1.899 -2.094 0.114
H 3.488 -2.759 -2.583 0.127
H 0.916 2.148 -1.000 0.137
H -2.877 3.577 -3.214 0.146
H -4.683 2.205 -2.712 0.141
H -4.847 0.108 -2.149 0.130
H -3.382 -1.545 -1.816 0.192
Cl 0.871 -2.752 1.824 0.827
C -0.132 -1.620 2.695 -0.624
C -0.935 -0.887 1.776 -0.293
C -1.531 0.057 2.479 0.093
Cl -1.246 1.889 -0.082 0.914
C -1.534 0.662 3.675 -0.676
Cl -2.577 1.852 4.235 0.888
C -0.655 -0.116 4.508 -0.632
Cl -0.693 0.194 6.154 0.911
C 0.079 -1.227 4.003 -0.686
Cl 1.160 -2.067 4.990 0.860

57
Properties=species:S:1:pos:R:3:lowdin_charge:R:1 method="wB97M-V/def2-TZVPD" gap_ha=0.0638 homo_energy_ev=-1.264 total_charge=-1
C 5.950 0.058 0.841 0.004
C 5.065 0.687 -0.261 -0.475
O 5.300 1.831 -0.564 0.068
N 3.983 0.030 -0.907 -0.103
C 3.978 0.288 -2.369 -0.058
C 4.007 -1.444 -0.723 -0.201
C 3.047 -1.901 0.441 -0.172
C 1.652 -1.224 0.341 -0.160
C 0.845 -1.672 -0.939 -0.104
N -0.581 -1.615 -0.607 -0.092
N -1.220 -2.786 -0.783 0.098
C -2.479 -2.509 -0.404 -0.393
P -3.587 -3.962 -0.588 0.643
N -3.553 -4.959 0.653 -0.334
N -2.662 -1.174 0.042 -0.021
C -3.897 -0.664 0.534 -0.630
Br -4.827 -1.954 1.813 0.639
C -3.877 0.720 1.248 -0.710
C -5.337 1.001 1.805 -0.224
Br -2.719 0.754 2.856 0.743
C -1.380 -0.628 -0.160 -0.140
C -0.966 0.813 0.083 -0.160
C 0.086 1.384 -0.971 -0.264
C -0.520 2.695 -1.584 -0.627
Br -0.695 4.130 -0.276 0.780
H 6.148 0.856 1.586 0.094
H 5.525 -0.847 1.317 0.059
H 6.928 -0.180 0.371 0.094
H 3.001 -0.076 -2.764 0.078
H 4.779 -0.327 -2.837 0.100
H 4.035 1.359 -2.628 0.094
H 5.021 -1.884 -0.628 0.121
H 3.561 -1.883 -1.647 0.109
H 2.991 -3.013 0.398 0.115
H 3.512 -1.662 1.426 0.103
H 1.812 -0.131 0.372 0.089
H 1.068 -1.492 1.251 0.130
H 1.135 -1.081 -1.827 0.100
H 1.104 -2.731 -1.148 0.128
H -3.227 -4.586 -1.816 -0.006
H -4.892 -3.419 -0.813 -0.026
H -3.263 -5.859 0.258 -0.061
H -4.608 -0.579 -0.324 0.117
H -3.687 1.582 0.578 0.098
H -5.445 0.713 2.864 0.039
H -5.448 2.113 1.789 0.090
H -6.126 0.601 1.140 0.066
H -0.441 0.841 1.069 0.096
H -1.785 1.546 0.075 0.052
H 1.069 1.595 -0.511 0.099
H 0.158 0.688 -1.839 0.092
H -1.559 2.416 -1.882 0.056
H -0.005 2.992 -2.516 0.058
C -1.771 6.121 2.325 -1.064
O -2.489 5.589 3.198 -0.052
O -2.222 6.810 1.347 -0.075
O -0.493 6.031 2.293 -0.097

108
Properties=species:S:1:pos:R:3:lowdin_charge:R:1 method="wB97M-V/def2-TZVPD" s_squared=4.19 multiplicity=4 gap_ha="0.1954 / 0.2395" homo_energy_ev="-5.807 / -6.658" total_charge=0
Re -0.414 1.371 1.205 0.996
N 1.963 3.779 2.593 0.077
C 0.995 4.470 1.913 -0.744
N -0.063 3.901 1.421 -0.014
C -0.888 4.811 0.783 -0.324
C -0.412 6.074 0.741 -0.340
S 1.105 6.168 1.560 1.046
C -2.189 4.319 0.319 -0.341
C -3.152 5.013 -0.322 -0.362
S -4.540 4.015 -0.554 1.036
C -3.697 2.690 0.221 -0.677
N -2.492 3.001 0.606 0.037
N -4.304 1.500 0.454 0.121
H 1.585 2.970 3.074 0.014
H 2.593 4.321 3.160 0.103
H -0.866 6.957 0.314 0.077
H -3.138 6.039 -0.663 0.074
H -5.049 1.214 -0.157 0.097
H -3.693 0.770 0.788 0.042
C 4.007 4.911 -3.001 -0.090
C 3.528 3.730 -3.551 -0.085
C 2.905 2.784 -2.741 -0.115
C 2.767 3.015 -1.374 -0.356
C 3.247 4.207 -0.828 -0.139
C 3.863 5.152 -1.640 -0.081
Sb 1.974 1.526 -0.054 1.437
C 3.790 1.427 1.077 -0.368
C 3.796 1.359 2.468 -0.167
C 4.997 1.312 3.165 -0.078
C 6.203 1.327 2.477 -0.087
C 6.208 1.400 1.090 -0.081
C 5.006 1.458 0.393 -0.138
C 2.224 -0.163 -1.341 -0.370
C 1.229 -0.454 -2.269 -0.141
C 1.363 -1.544 -3.121 -0.073
C 2.496 -2.346 -3.054 -0.098
C 3.493 -2.059 -2.129 -0.093
C 3.354 -0.977 -1.265 -0.125
H 4.497 5.641 -3.634 0.101
H 3.642 3.539 -4.612 0.103
H 2.538 1.860 -3.176 0.090
H 3.166 4.384 0.237 0.068
H 4.237 6.073 -1.206 0.104
H 2.864 1.342 3.021 0.067
H 4.988 1.256 4.247 0.105
H 7.138 1.281 3.022 0.102
H 7.146 1.421 0.548 0.103
H 5.021 1.528 -0.690 0.103
H 0.332 0.153 -2.314 0.074
H 0.578 -1.776 -3.831 0.104
H 2.598 -3.193 -3.722 0.102
H 4.385 -2.677 -2.073 0.104
H 4.129 -0.763 -0.537 0.087
C -1.253 0.167 -0.102 -0.290
C -1.879 -0.483 -0.988 -0.150
C -2.552 -1.182 -1.937 -0.157
C -2.601 -2.663 -1.853 -0.183
C -2.688 -3.309 -0.613 -0.030
C -2.739 -4.693 -0.534 -0.088
C -2.678 -5.467 -1.687 -0.093
C -2.576 -4.841 -2.921 -0.081
C -2.549 -3.455 -3.004 -0.047
C -3.247 -0.464 -3.025 -0.183
C -2.814 0.804 -3.439 -0.030
C -3.473 1.492 -4.447 -0.084
C -4.587 0.936 -5.067 -0.097
C -5.027 -0.320 -4.672 -0.086
C -4.364 -1.014 -3.669 -0.042
H -2.733 -2.699 0.282 0.098
H -2.835 -5.182 0.431 0.100
H -2.714 -6.549 -1.619 0.101
H -2.520 -5.431 -3.830 0.102
H -2.472 -2.977 -3.974 0.115
H -1.933 1.230 -2.970 0.106
H -3.112 2.465 -4.758 0.102
H -5.103 1.474 -5.854 0.099
H -5.895 -0.765 -5.147 0.102
H -4.733 -1.984 -3.359 0.112
N -0.560 -2.991 2.410 0.106
C 0.611 -2.648 1.853 -0.858
S 1.339 -1.173 2.203 0.614
N 1.184 -3.520 0.984 0.070
C 0.947 -4.898 0.796 -0.228
C 0.366 -5.713 1.767 -0.042
C 0.181 -7.068 1.515 -0.084
C 0.585 -7.631 0.315 -0.098
C 1.183 -6.820 -0.644 -0.083
C 1.356 -5.468 -0.410 -0.022
H -1.048 -2.247 2.885 0.007
H -1.111 -3.740 2.023 0.083
H 1.928 -3.110 0.443 0.112
H 0.090 -5.312 2.733 0.107
H -0.279 -7.688 2.276 0.104
H 0.452 -8.691 0.133 0.100
H 1.503 -7.241 -1.591 0.105
H 1.780 -4.826 -1.175 0.104
Cl -0.048 3.352 5.090 0.692
C -1.378 2.232 5.206 -0.595
C -2.154 2.247 6.344 -0.136
C -3.221 1.372 6.475 -0.114
C -3.475 0.461 5.462 -0.141
C -2.687 0.436 4.330 -0.580
Cl -2.991 -0.812 3.153 0.689
C -1.612 1.365 4.099 -0.446
N -0.866 1.433 2.987 -0.247
H -1.920 2.947 7.135 0.099
H -3.844 1.394 7.361 0.098
H -4.287 -0.251 5.560 0.099

36
Properties=species:S:1:pos:R:3:lowdin_charge:R:1 method="wB97M-V/def2-TZVPD" gap_ha=0.3384 homo_energy_ev=-8.848 total_charge=0
C 3.110 0.018 0.406 -0.111
O 2.342 -0.160 -0.724 -0.176
C 2.445 0.855 -1.742 -0.209
C 1.650 0.673 -2.914 -0.256
C 0.445 0.991 -2.614 -0.285
N -0.302 0.593 -1.485 0.037
C -0.646 -1.015 -1.453 0.069
C -1.229 -1.183 -0.181 -0.243
C -1.326 -2.348 0.821 0.175
C -2.504 -1.949 1.710 0.054
C -2.804 -0.664 1.287 -0.443
O -2.738 -0.645 -0.070 -0.043
C -1.882 0.558 1.583 0.011
C -1.533 0.557 3.339 -0.569
O -2.410 0.767 4.009 0.185
O -0.510 -0.137 3.535 0.126
C -0.776 0.050 0.638 -0.080
C -0.305 1.222 -0.326 -0.485
O -0.028 2.323 -0.031 0.128
H 4.286 0.267 0.259 0.145
H 2.988 -0.723 1.027 0.023
H 2.597 0.912 0.739 0.088
H 3.657 1.015 -2.163 0.187
H 2.368 1.826 -1.343 0.104
H 1.743 -0.218 -3.102 0.055
H 2.137 1.201 -3.818 0.194
H -0.395 0.777 -3.420 0.171
H 0.119 2.175 -2.554 0.202
H -1.185 -1.364 -2.267 0.140
H 0.110 -1.377 -1.537 -0.009
H -0.668 -2.956 0.797 -0.006
H -2.573 -2.441 2.688 0.117
H -4.071 -0.417 1.436 0.227
H -2.155 1.465 1.647 0.062
H -0.279 -0.389 4.494 0.187
H 0.323 -0.259 1.330 0.227